Computed, not measured: one molecule with the formula C3H4O at a distorted geometry, with ωB97M-V with the def2-TZVPD basis set.

The geometry in XYZ format:
```
8
Properties=species:S:1:pos:R:3:forces:R:3:nbo_charge:R:1
C -1.3213 1.8659 -0.3702 2.869 -1.418 -0.307 0.13
C 0.7020 0.0428 -0.6680 -1.574 2.208 -0.016 0.34
C 0.4648 -1.1554 0.1782 -0.679 0.284 -2.007 -0.78
O -0.3239 0.9098 -0.5581 -0.501 0.866 0.937 -0.53
H -0.7893 2.6715 0.2788 -0.426 -1.221 -0.495 0.09
H -0.5923 -1.2182 0.4099 -0.463 -0.840 -0.649 0.24
H 0.8477 -1.2061 1.1312 1.698 0.593 2.232 0.26
H 1.0124 -1.9103 -0.4020 -0.925 -0.474 0.304 0.25
```
Positions in Å, forces in eV/Å.

Output
HOMO energy: -8.98 eV
Orbital gap: 8.8 eV
LUMO: -0.209 eV

---

Computed, not measured: C8H22BInN2OP as an isolated structure at a distorted geometry, with ωB97M-V with the def2-TZVPD basis set.

The geometry in XYZ format:
```
36
Properties=species:S:1:pos:R:3:forces:R:3:lowdin_charge:R:1
C 4.7989 -1.7998 0.2119 0.324 0.023 1.137 -0.20
C 4.2068 -0.9822 1.3710 -0.303 0.631 -1.085 -0.52
P 2.4901 -0.2602 1.1154 -0.238 -0.362 1.162 0.72
C 2.6879 1.5757 0.8693 -0.306 -0.410 -0.602 -0.53
C 1.2651 2.1432 0.7107 0.440 0.016 0.184 -0.21
In 1.2646 -1.2644 -0.8736 -0.091 0.206 -0.570 0.20
B -0.9466 -1.5365 -0.2844 0.355 0.489 -0.118 -0.68
O -1.7767 -2.4147 -1.0193 -0.661 0.511 0.242 0.00
N -1.5957 -0.8484 0.8905 -0.821 -1.024 -0.097 -0.17
C -2.3977 -1.8952 1.5660 0.438 0.495 0.133 -0.13
C -2.4977 0.2183 0.3972 1.126 -0.344 -0.057 -0.11
H 4.3845 -1.5356 -0.7423 -0.160 0.077 -0.427 0.02
H 4.6463 -2.8469 0.4159 -0.320 -0.511 -0.299 0.05
H 5.8755 -1.6733 0.2117 0.409 0.089 -0.267 0.05
H 4.1668 -1.5526 2.2824 0.048 -0.367 0.344 0.03
H 4.8632 -0.1421 1.5633 0.142 0.368 0.179 0.04
H 3.2512 1.8015 -0.0287 0.332 0.145 -0.171 0.05
H 3.1772 2.0348 1.7159 0.290 -0.018 0.312 0.04
H 1.0667 2.9173 1.4422 -0.071 0.246 0.168 0.05
H 0.5368 1.3614 0.8723 -0.427 -0.209 -0.030 0.01
H 1.1329 2.5625 -0.2743 -0.212 0.085 -0.335 0.06
H 1.9148 -2.8331 -1.4063 0.068 0.115 0.104 -0.12
H 1.3410 -0.0936 -2.2411 0.062 -0.098 0.051 -0.13
H -1.8911 -2.1231 -1.9296 0.562 -0.379 -0.009 0.07
H -1.8330 -2.8196 1.5890 0.129 -0.279 0.092 0.07
H -3.3347 -2.0951 1.0593 -0.362 -0.165 -0.206 0.07
H -2.6081 -1.6174 2.5950 -0.048 0.151 0.232 0.08
H -2.5812 0.1346 -0.6877 -0.384 0.253 -0.227 0.06
H -2.0950 1.1950 0.6290 0.134 0.345 0.006 0.07
H -3.4726 0.1389 0.8492 -0.470 -0.089 0.129 0.07
C -4.6872 2.0479 -2.2685 0.052 -0.006 0.040 -0.07
C -3.6532 3.0076 -1.8974 -0.528 -0.486 -0.199 -0.29
N -2.8553 3.7737 -1.6173 0.502 0.547 0.192 0.13
H -4.6491 1.8637 -3.3398 -0.001 -0.021 -0.019 0.08
H -4.5300 1.1109 -1.7383 0.017 -0.018 0.011 0.07
H -5.6654 2.4466 -2.0087 -0.028 -0.007 0.000 0.08
```
Positions in Å, forces in eV/Å.

Output
HOMO energy: -3.01 eV
Total charge: -1
Orbital gap: 5.6 eV
LUMO: 2.543 eV

---

Computed, not measured: C47H46N4O6P2PbS2Te as an isolated structure at a distorted geometry, with ωB97M-V with the def2-TZVPD basis set.

The geometry in XYZ format:
```
109
Properties=species:S:1:pos:R:3:forces:R:3:nbo_charge:R:1
Pb -0.6614 -0.0255 -0.7477 0.451 0.817 0.088 1.35
O -2.2107 -3.2916 0.7780 -0.026 -0.091 0.029 -0.97
S -1.7632 -2.8816 -0.6518 0.323 -0.808 -1.938 2.58
O -1.9858 -3.9091 -1.5949 -0.274 -0.329 0.153 -0.88
O -2.4973 -1.6080 -0.8963 -0.314 0.272 -0.414 -1.07
O -0.3471 -2.4616 -0.5162 0.204 -0.193 0.015 -1.08
N 2.6424 -1.2895 -0.2737 -0.550 -0.156 -0.345 -1.27
P 1.9947 -1.6253 1.2865 0.531 -0.247 -0.002 1.03
C 3.5376 -1.3928 2.2500 -0.359 0.241 0.078 -0.27
C 4.7127 -2.0761 1.9467 -0.045 0.058 0.065 -0.22
C 5.8570 -1.8473 2.6917 0.029 -0.039 -0.117 -0.20
C 5.8339 -0.9438 3.7457 -0.036 0.040 0.041 -0.17
C 4.6624 -0.2776 4.0667 0.039 0.043 0.064 -0.21
C 3.5167 -0.5014 3.3181 -0.014 -0.073 -0.151 -0.22
C 1.9168 -3.4552 1.3688 -0.322 0.283 -0.114 -0.38
C 2.2875 -4.3198 0.3479 -0.178 0.080 0.002 -0.17
C 2.0690 -5.6809 0.4898 0.032 -0.141 0.031 -0.19
C 1.4697 -6.1813 1.6372 0.011 -0.053 -0.117 -0.20
C 1.1070 -5.3243 2.6628 -0.037 0.157 0.135 -0.20
C 1.3320 -3.9616 2.5291 0.300 0.000 0.008 -0.24
P 1.7784 -0.8350 -1.6712 1.439 -0.197 0.325 1.08
C 2.2388 -2.0784 -2.9028 -0.266 0.273 -0.071 -0.40
C 3.5505 -2.0995 -3.3793 -0.099 0.054 0.036 -0.19
C 3.9265 -3.0553 -4.3072 0.064 0.042 0.045 -0.20
C 2.9965 -3.9808 -4.7646 0.008 0.015 0.048 -0.17
C 1.6942 -3.9624 -4.2862 -0.029 -0.046 -0.056 -0.19
C 1.3080 -3.0106 -3.3548 0.048 0.066 0.071 -0.19
C 2.5772 0.7189 -2.1605 -0.378 -0.141 -0.160 -0.41
C 2.2598 1.2159 -3.4257 0.014 0.004 0.095 -0.23
C 2.6904 2.4755 -3.8019 -0.025 -0.052 -0.057 -0.14
C 3.4272 3.2444 -2.9095 0.015 0.043 0.008 -0.20
C 3.7262 2.7602 -1.6446 0.040 0.030 -0.055 -0.19
C 3.2967 1.4972 -1.2614 -0.044 -0.070 0.053 -0.21
H 3.5205 -1.7635 -0.4668 0.047 0.139 -0.165 0.42
H 4.7277 -2.7978 1.1380 0.057 -0.077 0.013 0.21
H 6.7699 -2.3747 2.4540 0.035 -0.025 -0.010 0.23
H 6.7318 -0.7610 4.3182 0.038 -0.020 0.040 0.23
H 4.6457 0.4166 4.8957 0.002 0.019 0.024 0.22
H 2.5901 0.0118 3.5460 0.009 0.092 0.056 0.20
H 2.7082 -3.9418 -0.5762 0.020 0.022 -0.025 0.20
H 2.3639 -6.3592 -0.2985 -0.007 -0.016 -0.053 0.22
H 1.2869 -7.2417 1.7327 0.011 -0.053 -0.003 0.23
H 0.6546 -5.7205 3.5616 0.019 0.002 0.053 0.22
H 1.1541 -3.2731 3.3545 -0.258 -0.135 0.002 0.20
H 4.2582 -1.3576 -3.0286 0.081 -0.001 -0.076 0.22
H 4.9422 -3.0697 -4.6779 0.005 -0.024 -0.024 0.23
H 3.2936 -4.7180 -5.4972 -0.013 -0.031 -0.015 0.23
H 0.9757 -4.6871 -4.6431 -0.017 -0.020 0.005 0.23
H 0.2993 -3.0036 -2.9631 -0.040 -0.061 -0.033 0.23
H 1.6746 0.6004 -4.1005 0.036 0.048 -0.143 0.22
H 2.4579 2.8582 -4.7857 -0.010 0.050 -0.027 0.22
H 3.7650 4.2263 -3.2084 0.025 0.045 0.004 0.23
H 4.3020 3.3643 -0.9570 0.010 0.012 0.018 0.23
H 3.5087 1.1156 -0.2707 0.066 -0.002 -0.001 0.24
C -2.5129 -2.5222 3.5332 0.255 -0.182 0.109 -0.69
Te -1.7266 -1.6049 1.7560 -1.631 0.605 3.409 1.71
C -3.7406 -0.8657 1.6022 -0.027 0.021 -0.149 -0.65
C -4.4019 -1.0074 2.9445 0.222 -0.095 0.049 -0.10
C -5.6014 -0.3705 3.2387 0.037 0.012 -0.011 -0.19
C -6.2225 -0.5935 4.4580 -0.015 -0.004 -0.042 -0.19
C -5.6443 -1.4470 5.3858 0.019 -0.021 0.018 -0.19
C -4.4339 -2.0625 5.1061 0.031 -0.070 -0.033 -0.21
C -3.8103 -1.8469 3.8827 -0.131 0.198 -0.176 0.03
H -1.8029 -2.4615 4.3580 0.138 -0.039 -0.198 0.25
H -2.6537 -3.5672 3.2440 0.103 0.034 0.040 0.27
H -4.2056 -1.5016 0.8464 0.104 0.030 0.006 0.27
H -3.7468 0.1623 1.2328 0.177 -0.092 -0.015 0.24
H -6.0614 0.2843 2.5098 -0.021 0.008 -0.044 0.22
H -7.1667 -0.1151 4.6745 -0.033 0.026 0.023 0.23
H -6.1402 -1.6430 6.3257 0.004 0.027 0.045 0.23
H -3.9897 -2.7304 5.8328 0.040 -0.005 0.024 0.22
S -3.9056 3.9295 -5.4879 0.438 0.060 0.135 0.29
C -3.2225 2.7594 -4.3176 0.040 0.084 0.113 -0.10
C -2.8246 1.4862 -4.7036 -0.090 0.089 0.053 -0.24
C -2.0638 0.7357 -3.8262 0.008 -0.184 -0.057 0.07
N -1.7125 1.1736 -2.6155 -0.124 -0.021 -0.293 -0.57
C -2.1500 2.3758 -2.2257 0.043 0.038 0.079 0.02
C -2.9059 3.1954 -3.0312 -0.101 -0.197 -0.110 -0.19
C -2.2427 4.6325 -5.6782 -0.341 -0.160 -0.150 -0.11
C -1.7743 5.6252 -4.8340 0.064 0.039 -0.135 -0.28
C -0.4215 5.9365 -4.9012 -0.121 0.000 0.089 0.05
N 0.4252 5.3366 -5.7267 0.297 0.135 -0.065 -0.40
C -0.0530 4.4373 -6.5752 -0.120 -0.130 -0.028 0.05
C -1.3839 4.0393 -6.5891 0.080 0.163 0.027 -0.27
H -3.0765 1.1049 -5.6824 0.056 -0.028 -0.033 0.25
H -1.6982 -0.2446 -4.1023 -0.056 -0.064 -0.057 0.22
H -1.8536 2.6995 -1.2333 -0.017 0.010 0.059 0.20
H -3.2282 4.1669 -2.6893 0.039 0.040 0.032 0.24
H -2.4309 6.1311 -4.1415 -0.017 0.023 0.031 0.23
H 0.0099 6.6863 -4.2490 -0.071 0.052 0.035 0.20
H 0.6639 3.9987 -7.2588 -0.020 -0.040 -0.053 0.21
H -1.7397 3.2812 -7.2714 0.026 -0.032 -0.043 0.24
O -0.0697 1.1682 1.9246 0.009 -0.157 -0.026 -0.67
C -0.7626 1.1543 2.9311 0.170 0.643 0.151 0.79
O -1.6714 0.3200 3.2521 -0.025 -0.573 -0.199 -0.80
C -0.5940 2.3214 3.9530 0.466 -0.147 -0.608 -0.16
N -1.8922 2.4037 4.7066 -0.124 -0.223 0.226 -0.52
C -2.5825 3.6634 4.2749 -0.328 0.503 -0.389 -0.23
C -1.9168 4.0179 2.9506 0.213 -0.029 0.120 -0.42
C -0.4558 3.6492 3.2164 -0.183 0.011 -0.046 -0.42
H 0.2448 2.0988 4.6112 -0.146 -0.058 0.111 0.26
H -1.7863 2.3675 5.7192 0.075 -0.025 -0.068 0.44
H -2.3863 1.5367 4.4020 -0.027 0.170 0.192 0.48
H -2.3801 4.4407 5.0101 -0.005 -0.128 0.094 0.23
H -3.6563 3.5116 4.1990 0.023 -0.138 0.148 0.24
H -2.0456 5.0660 2.6961 -0.092 0.024 0.033 0.26
H -2.3230 3.4135 2.1364 -0.030 -0.015 0.002 0.21
H 0.0319 4.4117 3.8232 0.003 -0.047 0.081 0.23
H 0.1207 3.5016 2.3070 0.045 0.014 0.057 0.27
```
Positions in Å, forces in eV/Å.

Output
HOMO energy: -12.73 eV
Total charge: +2
Orbital gap: 7.6 eV
LUMO: -5.131 eV

---

Computed, not measured: C41H56AsCrF5N2O2Te2 as an isolated structure at a distorted geometry, with ωB97M-V with the def2-TZVPD basis set.

The geometry in XYZ format:
```
110
Properties=species:S:1:pos:R:3:forces:R:3:lowdin_spin:R:1
Cr 0.2551 -1.8508 -0.1378 0.084 0.226 -0.855 2.91
C 1.3819 2.0343 5.1473 -0.024 0.018 0.017 0.00
C 1.7211 0.9693 4.1396 -0.025 0.007 0.007 0.00
C 3.0381 0.8096 3.7035 0.002 0.037 -0.011 0.11
C 3.3790 -0.1453 2.7550 -0.129 -0.149 -0.032 0.00
C 4.7800 -0.2861 2.2334 0.039 0.044 0.018 -0.01
C 2.3792 -0.9611 2.2446 0.106 -0.072 0.109 0.11
C 1.0427 -0.8435 2.6719 0.232 0.156 0.075 0.04
C 0.7363 0.1397 3.6405 -0.093 0.158 -0.159 0.09
N 0.1243 -1.6383 2.0490 -0.148 -0.224 -0.186 0.54
C -0.9772 -2.3254 2.7437 -0.001 0.063 0.010 0.04
C -1.1270 -2.0657 4.2438 -0.035 -0.038 0.007 0.00
C -2.2897 -1.9843 2.0370 -0.036 -0.022 0.005 0.02
C -0.6586 -3.8212 2.5640 -0.020 -0.055 -0.002 0.03
H 2.0254 2.9058 5.0316 0.004 0.026 -0.024 0.00
H 1.5072 1.6617 6.1669 0.005 -0.005 0.006 0.00
H 0.3473 2.3600 5.0392 -0.025 0.019 -0.004 0.00
H 3.8062 1.4654 4.1017 0.010 0.017 -0.012 0.01
H 5.5167 -0.1307 3.0225 0.016 0.003 0.029 0.00
H 4.9649 0.4549 1.4526 -0.005 -0.007 -0.026 0.00
H 4.9248 -1.2667 1.7860 0.016 -0.027 -0.054 0.00
H 2.6366 -1.7271 1.5294 -0.008 -0.018 -0.038 0.00
H -0.2920 0.3395 3.9018 -0.011 -0.058 0.055 0.00
H -1.5561 -1.0916 4.4655 -0.010 0.037 0.006 0.00
H -0.1848 -2.1709 4.7806 0.047 0.021 -0.001 0.00
H -1.8208 -2.8144 4.6300 0.019 0.001 0.018 0.00
H -2.4928 -0.9131 2.0967 0.007 0.014 0.007 0.00
H -3.1057 -2.5230 2.5235 -0.008 -0.009 0.009 0.00
H -2.2858 -2.2593 0.9812 0.035 0.005 0.003 0.00
H 0.2942 -4.0682 3.0344 0.005 0.009 0.028 0.00
H -0.5886 -4.0968 1.5140 0.008 0.034 -0.049 0.00
H -1.4502 -4.4097 3.0336 -0.006 -0.004 -0.007 0.01
C -2.5743 -6.5985 0.0903 0.009 -0.034 0.058 0.00
C -2.8545 -5.7863 -1.1657 -0.008 0.029 -0.188 0.00
As -1.4628 -4.4026 -1.4642 -0.153 -0.088 0.282 0.00
C -2.1760 -3.6320 -3.1218 -0.010 0.044 0.056 0.00
C -2.3797 -4.5195 -4.3387 0.041 -0.076 -0.067 0.00
C 0.0295 -5.5817 -1.9916 0.073 0.101 0.066 0.00
C -0.1954 -6.7487 -2.9403 -0.033 -0.086 -0.081 0.00
H -3.3791 -7.3043 0.3116 -0.007 -0.006 -0.007 0.00
H -2.4523 -5.9491 0.9597 -0.003 0.016 0.009 0.00
H -1.6529 -7.1754 -0.0104 0.037 -0.014 -0.004 0.00
H -3.8008 -5.2457 -1.0733 0.027 0.013 0.021 0.00
H -2.9511 -6.4455 -2.0326 -0.016 0.026 0.018 0.00
H -1.5129 -2.7970 -3.3434 0.022 0.011 0.003 0.00
H -3.1201 -3.1883 -2.7951 0.017 0.006 -0.021 0.00
H -1.4272 -4.8291 -4.7716 -0.047 0.029 0.016 0.00
H -2.9257 -3.9811 -5.1177 -0.020 0.010 -0.021 0.00
H -2.9494 -5.4229 -4.1074 0.011 0.005 0.001 0.00
H 0.4066 -5.9429 -1.0307 0.005 0.025 -0.020 0.00
H 0.8055 -4.9099 -2.3641 -0.036 0.004 -0.011 0.00
H -1.0745 -7.3390 -2.6708 0.012 0.001 0.011 0.00
H 0.6624 -7.4266 -2.9213 0.013 0.001 -0.012 0.00
H -0.3265 -6.4218 -3.9716 -0.008 -0.018 0.051 0.00
C 2.3295 7.3697 2.7833 0.013 0.054 0.017 0.00
C 1.8806 6.1080 2.1007 0.031 -0.012 -0.029 0.00
C 0.6706 5.5128 2.4195 -0.024 -0.008 0.020 0.00
C 0.2595 4.3277 1.8154 0.034 -0.006 0.020 0.01
C -1.0827 3.7616 2.1914 -0.088 -0.060 0.057 0.02
C 1.0733 3.7244 0.8579 0.052 -0.040 0.060 0.15
Te 0.6254 1.6873 0.0753 0.135 -0.077 0.035 0.38
N -0.6403 -0.0573 -0.3533 0.046 0.063 0.333 0.25
C -1.8014 -0.2280 -0.9579 -0.222 -0.012 -0.071 0.03
O -2.3123 -1.3691 -1.0458 0.090 0.097 -0.023 0.05
C -2.5339 0.9096 -1.6140 -0.041 -0.020 0.051 0.00
C -2.9843 0.7326 -2.9187 0.079 0.024 0.021 0.00
C -3.6754 1.7450 -3.5617 -0.024 0.008 -0.038 0.00
C -3.9595 2.9299 -2.8948 -0.008 0.029 -0.001 0.00
C -3.5414 3.0975 -1.5840 0.024 0.021 0.006 0.00
C -2.8179 2.0958 -0.9520 -0.054 -0.042 0.028 0.01
C 0.5755 2.2728 -1.9549 -0.055 0.041 0.075 0.01
C 1.0324 1.2844 -2.8195 -0.042 0.072 -0.079 0.01
C 1.0653 1.5002 -4.1868 -0.004 -0.043 0.068 0.00
C 0.6346 2.7161 -4.6918 0.000 0.001 -0.049 0.01
C 0.1662 3.6921 -3.8283 -0.008 0.022 0.038 0.00
C 0.1214 3.4984 -2.4467 -0.026 0.023 -0.098 0.01
C -0.4171 4.6130 -1.5966 -0.089 0.058 0.043 0.00
C 2.3084 4.2988 0.5344 -0.021 0.057 0.034 0.03
C 3.2332 3.7012 -0.4895 0.081 -0.071 -0.076 0.01
C 2.6856 5.4861 1.1563 -0.009 -0.017 0.009 0.01
H 1.4860 7.9029 3.2210 -0.019 0.010 0.010 0.00
H 2.8290 8.0404 2.0837 0.012 0.013 -0.011 0.00
H 3.0359 7.1517 3.5870 0.017 -0.008 0.017 0.00
H 0.0275 5.9788 3.1594 -0.020 0.016 0.023 0.00
H -1.4190 4.1662 3.1469 -0.021 0.019 -0.002 0.00
H -1.0644 2.6725 2.2708 0.025 0.016 0.003 0.01
H -1.8363 4.0156 1.4402 -0.012 -0.011 -0.011 0.00
H -2.7750 -0.2050 -3.4156 0.007 -0.034 -0.018 0.00
H -4.0008 1.6094 -4.5856 0.002 -0.002 -0.011 0.00
H -4.5077 3.7181 -3.3953 -0.011 0.011 -0.009 0.00
H -3.7681 4.0151 -1.0546 -0.005 0.016 0.009 0.00
H -2.4879 2.2245 0.0712 0.016 0.004 0.017 0.01
H 1.3537 0.3345 -2.4317 0.100 -0.235 0.072 0.00
H 1.4262 0.7069 -4.8263 0.024 -0.010 -0.044 0.00
H 0.6504 2.9061 -5.7582 -0.002 -0.006 -0.012 0.00
H -0.1906 4.6352 -4.2278 -0.013 0.008 -0.005 0.00
H -1.1248 5.2043 -2.1780 -0.014 0.034 -0.015 0.00
H 0.3781 5.2750 -1.2462 -0.008 0.005 -0.001 0.00
H -0.9350 4.2381 -0.7147 0.002 0.004 -0.063 0.00
H 3.3245 2.6174 -0.3889 -0.012 0.015 0.028 0.01
H 4.2305 4.1324 -0.3987 -0.002 0.009 -0.027 0.00
H 2.8708 3.8886 -1.5032 -0.005 -0.008 -0.006 0.00
H 3.6417 5.9303 0.8979 0.025 0.019 -0.005 0.00
F 3.8989 -2.8847 0.0735 -0.217 0.005 -0.212 0.00
Te 2.8452 -2.3522 -1.5622 0.638 0.995 0.315 0.01
F 1.2331 -3.4663 0.0314 -0.110 -0.237 0.241 0.04
F 4.4095 -1.2491 -1.7045 -0.250 -0.240 -0.021 0.00
F 2.5722 -1.4730 -3.3442 -0.095 -0.103 0.365 0.00
F 0.3337 -2.2019 -1.9841 -0.300 -0.243 -0.103 0.02
O 1.9471 -1.0418 -0.5570 0.402 -0.430 -0.088 0.00
```
Positions in Å, forces in eV/Å.

Output
⟨S²⟩: 8.81
HOMO energy (spin up / spin down): -4.71 / -5.39 eV
Total charge: -1
Orbital gap (spin up / spin down): 6.8 / 6.2 eV
Spin multiplicity: 6
LUMO (spin up / spin down): 2.097 / 0.778 eV

---

Total energy
In order: -5215.9608, -28818.5154, -120508.3532, -167939.3828
Unit: eV